No. 1
13
Properties=species:S:1:pos:R:3:mulliken_charge:R:1 method="wB97M-V/def2-TZVPD" relative_energy_ev=4.4652 spin_multiplicity=1 e_lumo_ev=-3.982 total_charge=+1
C 2.909 -0.303 0.428 -0.746
C 1.768 0.175 0.266 0.540
C -1.354 -0.402 -0.231 0.635
C -2.090 0.769 0.150 -0.949
N -1.455 -1.521 -0.514 -0.178
N 0.687 0.395 -0.290 -0.473
H 3.348 -1.021 -0.373 0.233
H -3.092 0.482 0.421 0.307
H -1.515 1.088 1.070 0.348
H -2.090 1.591 -0.538 0.364
H -1.088 -2.462 -0.876 0.351
H 3.557 -0.108 1.256 0.278
H 0.415 1.319 -0.769 0.288


No. 2
61
Properties=species:S:1:pos:R:3:mulliken_charge:R:1 method="wB97M-V/def2-TZVPD" smiles="C[C@@H](O)C[C@@]1(C[C@@H](C)I)C(=O)N[C@@](Cl)(CC(=O)Br)[C@@H]1P(=N)(O)O.O.O.O.O.O.O" spin_multiplicity=1 e_lumo_ev=-0.547
C 0.635 1.031 -3.902 -1.536
C 1.820 0.664 -2.986 0.518
O 3.043 0.869 -3.714 -0.531
C 1.936 1.541 -1.757 -2.184
C 1.289 0.991 -0.459 2.121
C 2.216 0.708 0.739 -1.705
C 3.128 -0.510 0.822 -0.637
C 2.442 -1.773 1.356 -0.752
I 4.329 -0.888 -0.918 0.048
C 0.601 2.301 0.093 -0.338
O 1.125 3.371 0.313 -0.555
N -0.744 2.087 0.384 -0.323
C -1.090 0.656 0.277 1.007
Cl -0.912 0.071 1.956 -0.048
C -2.537 0.636 -0.199 -1.179
C -3.303 -0.678 -0.173 0.264
O -3.670 -1.230 -1.185 -0.464
Br -3.829 -1.463 1.527 -0.109
C -0.010 0.192 -0.708 -0.966
P -0.130 -1.609 -1.010 0.441
N -0.808 -2.350 0.145 -0.535
O 1.256 -2.240 -1.515 -0.491
O -1.106 -1.668 -2.311 -0.640
H 0.260 2.015 -3.664 0.266
H -0.160 0.300 -3.822 0.321
H 0.956 1.006 -4.928 0.411
H 1.766 -0.394 -2.758 0.534
H 3.115 0.154 -4.344 0.461
H 2.985 1.695 -1.559 0.676
H 1.508 2.499 -2.006 0.633
H 2.847 1.583 0.812 0.321
H 1.631 0.702 1.647 0.635
H 3.867 -0.257 1.558 0.779
H 1.383 -1.623 1.502 -0.037
H 2.875 -2.030 2.310 0.374
H 2.635 -2.615 0.715 0.281
H -1.361 2.696 -0.132 0.408
H -3.066 1.312 0.461 0.673
H -2.629 1.035 -1.195 0.382
H -0.390 0.603 -1.636 0.486
H -0.273 -3.140 0.474 0.268
H 1.132 -2.741 -2.325 0.348
H -0.583 -1.559 -3.112 0.396
O 3.631 4.445 -0.958 -0.647
H 3.473 4.570 -1.898 0.325
H 2.831 4.016 -0.627 0.319
O -5.724 -4.038 -1.515 -0.657
H -5.257 -3.229 -1.283 0.355
H -5.089 -4.533 -2.039 0.303
O -7.257 -1.506 2.028 -0.617
H -6.299 -1.617 1.984 0.238
H -7.386 -0.556 2.075 0.305
O 2.869 6.175 1.623 -0.655
H 2.492 5.445 1.123 0.337
H 3.067 5.800 2.485 0.300
O -0.170 -2.009 4.721 -0.595
H -0.656 -1.905 5.543 0.283
H -0.510 -1.308 4.156 0.365
O -1.554 -4.359 6.188 -0.619
H -1.179 -4.083 5.343 0.354
H -1.858 -3.546 6.597 0.283


No. 3
20
Properties=species:S:1:pos:R:3:mulliken_charge:R:1 method="wB97M-V/def2-TZVPD" relative_energy_ev=5.5913 spin_multiplicity=1 e_lumo_ev=-7.305 total_charge=+1
C 1.738 -0.305 0.225 0.343
C 1.170 0.883 -0.549 -0.708
C -0.258 0.791 -1.004 -0.742
C -1.329 0.747 0.149 -0.304
C -2.293 -0.415 0.005 -1.294
N 1.073 -1.426 0.258 -0.154
H 1.254 -0.473 1.340 -0.202
H 2.839 -0.358 0.165 0.432
H 1.355 1.766 0.077 0.336
H 1.900 1.041 -1.356 0.419
H -0.487 1.596 -1.692 0.423
H -0.400 -0.122 -1.598 0.348
H -0.755 0.681 1.078 0.310
H -1.838 1.707 0.098 0.386
H -2.837 -0.422 -0.934 0.358
H -2.993 -0.460 0.848 0.366
H -1.749 -1.364 0.127 0.291
H 0.018 -1.211 3.232 0.102
H 0.637 -0.912 2.918 -0.043
H 1.698 -2.259 0.286 0.332


No. 4
34
Properties=species:S:1:pos:R:3:mulliken_charge:R:1 method="wB97M-V/def2-TZVPD" smiles="OP(Br)c1cnc2ccccc2n1.O=S1(=O)CCCC1" spin_multiplicity=1 e_lumo_ev=-0.645
O -1.943 4.073 -4.498 -0.451
P -1.880 4.432 -2.933 0.094
Br -3.885 3.752 -2.131 -0.205
C -0.966 2.910 -2.435 0.426
C -0.741 2.612 -1.057 -0.065
N -0.077 1.565 -0.668 -0.498
C 0.408 0.757 -1.659 0.460
C 1.133 -0.397 -1.309 -0.493
C 1.615 -1.226 -2.274 -0.530
C 1.403 -0.932 -3.640 -0.464
C 0.710 0.185 -4.005 -0.523
C 0.193 1.052 -3.025 0.247
N -0.516 2.157 -3.397 -0.605
H -1.558 3.187 -4.665 0.494
H -1.141 3.280 -0.300 0.417
H 1.297 -0.610 -0.261 0.434
H 2.162 -2.111 -1.979 0.455
H 1.780 -1.580 -4.420 0.376
H 0.538 0.420 -5.048 0.428
C 0.822 -1.285 4.359 -0.577
C -0.452 -0.548 3.923 -0.722
C -0.661 -0.837 2.431 -0.343
S 0.083 -2.448 2.131 1.137
O 1.208 -2.276 1.242 -0.639
O -0.938 -3.418 1.835 -0.696
C 0.704 -2.696 3.791 -0.736
H 0.930 -1.302 5.442 0.344
H 1.701 -0.789 3.941 0.305
H -1.303 -0.923 4.495 0.292
H -0.381 0.523 4.104 0.364
H -1.709 -0.889 2.149 0.430
H -0.147 -0.116 1.796 0.094
H 1.647 -3.236 3.738 0.395
H -0.037 -3.287 4.329 0.354


Number 1: E_HOMO -13.68 eV. Number 2: E_HOMO -9.66 eV. Number 3: E_HOMO -15.10 eV. Number 4: E_HOMO -9.31 eV.